Record 1
C2H5NO | ωB97M-V/def2-TZVPD

Element x y z (Å)
C1 0.21 -1.32 0.04
N1 0.57 -0.03 0.06
C2 -0.50 0.97 0.03
O1 1.76 0.38 0.07
H1 0.95 -2.00 -0.07
H2 -0.75 -1.68 -0.07
H3 -1.37 0.58 -0.38
H4 -0.39 1.80 -0.76
H5 -0.47 1.30 1.08

Its SMILES is C=[N+](C)[O-]. As for the frontier orbital gap (spin up / spin down): 9.66 / 9.66 eV. The value obtained for the largest force on an atom is 4.0 eV Å⁻¹. The calculation puts the calculated total energy at -209.084205 Ha. As for the charge: 0. For the LUMO energy (spin up / spin down), the calculation gives 0.8 / 0.8 eV.

natural (NBO) population analysis, charges in e, atoms 1 to 8: number 1, C, carries -0.238; number 2, N, carries 0.143; number 3, C, carries -0.452; number 4, O, carries -0.502; number 5, H, carries 0.192; number 6, H, carries 0.185; number 7, H, carries 0.209; number 8, H, carries 0.231

Record 2
C90H214N12O23 | ωB97M-V/def2-TZVPD

Element x y z (Å)
C1 -15.59 -17.10 -21.95
C2 -16.00 -18.25 -20.93
C3 -16.61 -17.62 -19.71
C4 -17.38 -18.57 -18.77
C5 -18.38 -19.37 -19.64
C6 -17.72 -20.13 -20.81
N1 -16.91 -19.14 -21.62
O1 -16.37 -19.72 -22.76
C7 -16.91 -21.37 -20.22
C8 -18.82 -20.69 -21.66
C9 -14.71 -19.00 -20.57
H1 -14.82 -17.43 -22.65
H2 -15.20 -16.16 -21.55
H3 -16.47 -16.75 -22.48
H4 -15.77 -17.23 -19.13
H5 -17.34 -16.89 -20.05
H6 -17.84 -17.96 -17.99
H7 -16.65 -19.20 -18.25
H8 -19.20 -18.70 -19.89
H9 -18.76 -20.13 -18.96
H10 -16.41 -21.12 -19.28
H11 -17.59 -22.21 -20.04
H12 -16.20 -21.61 -21.00
H13 -19.25 -19.95 -22.33
H14 -18.37 -21.50 -22.24
H15 -19.53 -21.19 -20.99
H16 -13.93 -18.40 -20.10
H17 -14.13 -19.41 -21.40
H18 -14.83 -19.82 -19.86
H19 -16.94 -19.29 -23.40
C10 -16.03 -24.56 -19.13
C11 -16.04 -25.62 -20.25
C12 -14.60 -25.88 -20.80
C13 -13.79 -26.59 -19.74
C14 -14.45 -28.02 -19.51
C15 -15.89 -27.99 -19.06
N2 -16.62 -26.90 -19.81
O2 -17.98 -26.77 -19.34
C16 -16.54 -29.34 -19.32
C17 -15.98 -27.75 -17.52
C18 -16.81 -25.17 -21.47
H20 -15.58 -23.64 -19.51
H21 -15.54 -24.87 -18.21
H22 -17.05 -24.31 -18.82
H23 -14.53 -26.42 -21.74
H24 -14.23 -24.87 -20.97
H25 -13.84 -25.94 -18.87
H26 -12.73 -26.71 -19.93
H27 -13.93 -28.43 -18.64
H28 -14.27 -28.73 -20.32
H29 -16.19 -30.15 -18.68
H30 -17.62 -29.30 -19.18
H31 -16.30 -29.72 -20.31
H32 -17.01 -27.63 -17.19
H33 -15.58 -28.54 -16.89
H34 -15.58 -26.78 -17.21
H35 -17.83 -24.88 -21.23
H36 -16.74 -25.86 -22.30
H37 -16.39 -24.26 -21.90
H38 -18.46 -27.37 -19.91
C19 -19.36 -24.83 -17.10
C20 -19.03 -24.64 -15.62
C21 -17.50 -24.81 -15.42
C22 -16.77 -23.47 -15.48
C23 -17.33 -22.35 -14.63
C24 -18.80 -22.10 -15.06
N3 -19.53 -23.39 -14.95
O3 -20.90 -23.19 -15.13
C25 -19.35 -21.07 -14.05
C26 -18.86 -21.44 -16.47
C27 -19.63 -25.90 -15.01
H39 -18.82 -25.71 -17.45
H40 -18.97 -24.00 -17.69
H41 -20.43 -24.90 -17.29
H42 -17.26 -25.27 -14.46
H43 -17.07 -25.45 -16.19
H44 -16.64 -23.07 -16.49
H45 -15.73 -23.67 -15.26
H46 -16.76 -21.44 -14.79
H47 -17.15 -22.56 -13.57
H48 -19.14 -21.46 -13.06
H49 -18.91 -20.08 -14.05
H50 -20.44 -21.03 -14.07
H51 -19.87 -21.46 -16.88
H52 -18.52 -20.41 -16.41
H53 -18.18 -21.87 -17.20
H54 -19.28 -26.03 -13.98
H55 -19.31 -26.83 -15.48
H56 -20.71 -25.83 -14.97
H57 -20.92 -22.74 -15.98
C28 -15.79 -20.98 -7.97
C29 -14.49 -21.81 -8.51
C30 -14.22 -23.00 -7.63
C31 -15.21 -24.11 -7.89
C32 -15.17 -24.54 -9.35
C33 -15.42 -23.35 -10.35
N4 -14.53 -22.23 -9.94
O4 -14.77 -21.17 -10.79
C34 -15.03 -23.87 -11.75
C35 -16.89 -22.97 -10.28
C36 -13.17 -20.87 -8.38
H58 -16.72 -21.55 -7.90
H59 -16.00 -20.18 -8.68
H60 -15.59 -20.51 -7.01
H61 -13.24 -23.44 -7.85
H62 -14.22 -22.75 -6.56
H63 -16.19 -23.84 -7.50
H64 -15.00 -24.99 -7.29
H65 -15.61 -25.51 -9.59
H66 -14.12 -24.83 -9.45
H67 -15.03 -23.02 -12.43
H68 -14.02 -24.27 -11.70
H69 -15.74 -24.63 -12.09
H70 -17.05 -22.00 -10.74
H71 -17.53 -23.66 -10.83
H72 -17.31 -22.90 -9.28
H73 -12.85 -20.64 -7.36
H74 -13.43 -19.98 -8.95
H75 -12.40 -21.38 -8.95
H76 -14.03 -21.21 -11.41
C37 -21.25 -28.69 -17.03
C38 -22.10 -27.70 -17.77
O5 -22.49 -28.35 -18.91
H77 -20.32 -28.97 -17.51
H78 -21.86 -29.52 -16.66
H79 -20.98 -28.10 -16.15
H80 -21.55 -26.83 -18.13
H81 -22.93 -27.31 -17.19
H82 -23.31 -28.83 -18.75
C39 -22.51 -17.72 -12.99
C40 -21.16 -17.96 -12.42
O6 -20.15 -17.52 -13.26
H83 -22.66 -16.64 -13.03
H84 -23.28 -18.04 -12.29
H85 -22.66 -18.21 -13.95
H86 -21.04 -19.02 -12.23
H87 -20.94 -17.37 -11.53
H88 -19.29 -17.72 -12.89
C41 -23.20 -21.64 -12.93
C42 -22.58 -22.90 -12.33
O7 -22.66 -22.94 -10.93
H89 -24.13 -21.32 -12.46
H90 -23.30 -21.68 -14.01
H91 -22.50 -20.80 -12.85
H92 -21.56 -22.98 -12.71
H93 -23.02 -23.83 -12.72
H94 -22.39 -23.83 -10.70
C43 -25.01 -15.15 -20.08
O8 -24.15 -16.24 -19.84
C44 -24.02 -16.67 -18.44
C45 -23.07 -17.84 -18.33
N5 -22.91 -18.43 -17.00
C46 -22.15 -19.68 -17.07
C47 -23.06 -20.90 -17.23
O9 -22.24 -22.06 -17.34
C48 -23.08 -23.22 -17.48
H95 -25.49 -15.38 -21.03
H96 -24.47 -14.21 -19.99
H97 -25.86 -15.02 -19.39
H98 -24.97 -16.95 -18.00
H99 -23.71 -15.86 -17.78
H100 -22.10 -17.59 -18.76
H101 -23.48 -18.56 -19.04
H102 -22.44 -17.77 -16.39
H103 -21.53 -19.77 -16.18
H104 -21.51 -19.57 -17.94
H105 -23.61 -20.85 -18.17
H106 -23.78 -20.98 -16.41
H107 -23.66 -23.43 -16.58
H108 -22.49 -24.12 -17.69
H109 -23.72 -23.03 -18.34
C49 -13.43 -25.64 -16.13
O10 -12.67 -26.78 -16.45
C50 -11.41 -26.39 -17.02
C51 -10.77 -27.73 -17.33
N6 -9.46 -27.65 -18.05
C52 -9.63 -27.32 -19.43
C53 -8.28 -27.27 -20.12
O11 -7.52 -28.47 -20.22
C54 -8.17 -29.56 -20.82
H110 -13.40 -24.92 -16.95
H111 -13.09 -25.16 -15.21
H112 -14.47 -25.91 -15.95
H113 -10.77 -25.88 -16.30
H114 -11.60 -25.81 -17.93
H115 -11.52 -28.30 -17.89
H116 -10.62 -28.31 -16.42
H117 -8.89 -28.47 -17.93
H118 -10.08 -26.35 -19.65
H119 -10.17 -28.14 -19.90
H120 -7.60 -26.61 -19.58
H121 -8.36 -26.94 -21.16
H122 -8.83 -29.98 -20.05
H123 -7.57 -30.36 -21.26
H124 -8.68 -29.27 -21.74
C55 -11.38 -30.56 -14.89
O12 -12.53 -31.00 -14.22
C56 -12.57 -32.39 -13.76
C57 -13.94 -32.80 -13.20
N7 -14.92 -32.60 -14.19
C58 -16.30 -32.42 -13.66
C59 -17.25 -31.84 -14.67
O13 -17.28 -30.48 -14.69
C60 -18.18 -30.06 -15.67
H125 -11.53 -30.76 -15.95
H126 -10.51 -31.14 -14.58
H127 -11.22 -29.50 -14.67
H128 -11.86 -32.50 -12.94
H129 -12.28 -33.02 -14.60
H130 -14.09 -32.24 -12.28
H131 -13.93 -33.85 -12.90
H132 -14.65 -31.75 -14.67
H133 -16.22 -31.74 -12.81
H134 -16.61 -33.39 -13.26
H135 -18.24 -32.19 -14.38
H136 -17.05 -32.28 -15.65
H137 -18.10 -28.97 -15.70
H138 -19.23 -30.30 -15.53
H139 -17.83 -30.33 -16.67
C61 -14.22 -27.97 -13.87
O14 -15.08 -27.16 -13.02
C62 -16.37 -27.61 -12.77
C63 -16.53 -28.94 -11.95
N8 -16.36 -28.76 -10.50
C64 -15.00 -28.38 -10.13
C65 -14.03 -29.57 -10.10
O15 -14.70 -30.79 -9.63
C66 -13.79 -31.91 -9.48
H140 -13.33 -27.42 -14.17
H141 -14.76 -28.52 -14.64
H142 -13.90 -28.81 -13.25
H143 -16.95 -27.49 -13.68
H144 -16.84 -26.87 -12.12
H145 -15.95 -29.77 -12.36
H146 -17.56 -29.27 -12.10
H147 -16.48 -29.69 -10.15
H148 -15.13 -27.95 -9.14
H149 -14.56 -27.56 -10.70
H150 -13.08 -29.34 -9.61
H151 -13.75 -29.59 -11.16
H152 -13.15 -31.80 -8.61
H153 -13.12 -32.14 -10.31
H154 -14.40 -32.77 -9.19
C67 -14.31 -21.77 -17.37
O16 -14.93 -20.78 -16.56
C68 -14.10 -19.69 -16.15
C69 -14.92 -18.61 -15.41
N9 -15.34 -19.16 -14.12
C70 -16.35 -18.23 -13.49
C71 -16.80 -18.87 -12.16
O17 -17.89 -17.99 -11.71
C72 -18.10 -18.02 -10.25
H155 -13.81 -21.43 -18.29
H156 -15.18 -22.31 -17.72
H157 -13.63 -22.38 -16.79
H158 -13.20 -19.90 -15.57
H159 -13.79 -19.24 -17.09
H160 -14.29 -17.74 -15.23
H161 -15.75 -18.27 -16.02
H162 -15.75 -20.07 -14.22
H163 -16.04 -17.21 -13.29
H164 -17.17 -18.00 -14.16
H165 -17.20 -19.87 -12.33
H166 -15.94 -18.93 -11.50
H167 -18.40 -19.00 -9.90
H168 -18.76 -17.19 -9.99
H169 -17.14 -17.86 -9.76
C73 -23.94 -25.81 -14.66
O18 -25.19 -26.11 -15.30
C74 -25.55 -27.46 -14.98
C75 -26.60 -27.87 -15.96
N10 -26.75 -29.37 -15.79
C76 -27.60 -30.02 -16.84
C77 -29.09 -29.65 -16.77
O19 -29.62 -30.12 -15.51
C78 -31.00 -29.98 -15.26
H170 -23.14 -26.44 -15.06
H171 -23.87 -26.04 -13.60
H172 -23.65 -24.77 -14.80
H173 -25.93 -27.49 -13.96
H174 -24.72 -28.16 -15.06
H175 -26.17 -27.68 -16.95
H176 -27.51 -27.27 -15.89
H177 -27.15 -29.52 -14.88
H178 -27.49 -31.10 -16.77
H179 -27.23 -29.69 -17.81
H180 -29.69 -30.04 -17.59
H181 -29.22 -28.57 -16.76
H182 -31.43 -29.00 -15.46
H183 -31.16 -30.06 -14.18
H184 -31.52 -30.72 -15.86
C79 -18.47 -26.69 -8.38
O20 -19.59 -26.11 -9.05
C80 -19.51 -26.18 -10.50
C81 -20.61 -25.35 -11.13
N11 -21.91 -25.49 -10.48
C82 -22.55 -26.77 -10.73
C83 -23.87 -26.91 -9.98
O21 -23.58 -27.16 -8.62
C84 -24.73 -27.33 -7.71
H185 -17.99 -27.40 -9.06
H186 -18.75 -27.25 -7.49
H187 -17.73 -25.91 -8.17
H188 -19.69 -27.21 -10.82
H189 -18.52 -25.84 -10.80
H190 -20.59 -25.52 -12.21
H191 -20.31 -24.31 -11.06
H192 -21.75 -25.57 -9.48
H193 -21.90 -27.60 -10.44
H194 -22.70 -26.90 -11.80
H195 -24.43 -27.81 -10.25
H196 -24.43 -25.98 -10.09
H197 -25.39 -28.05 -8.21
H198 -25.35 -26.43 -7.67
H199 -24.48 -27.70 -6.72
C85 -20.76 -24.24 -20.84
O22 -21.71 -24.31 -21.94
C86 -21.07 -23.82 -23.15
C87 -22.07 -23.87 -24.29
N12 -22.37 -25.26 -24.58
C88 -23.11 -25.39 -25.88
C89 -24.57 -24.83 -25.85
O23 -25.38 -25.36 -24.82
C90 -26.76 -25.27 -25.08
H200 -20.16 -23.33 -20.82
H201 -20.14 -25.12 -20.70
H202 -21.28 -24.19 -19.89
H203 -20.17 -24.41 -23.31
H204 -20.66 -22.81 -23.04
H205 -21.64 -23.49 -25.22
H206 -22.96 -23.29 -24.04
H207 -23.07 -25.59 -23.93
H208 -23.20 -26.45 -26.11
H209 -22.61 -24.94 -26.74
H210 -24.95 -24.88 -26.87
H211 -24.52 -23.75 -25.74
H212 -27.37 -25.88 -24.41
H213 -26.92 -25.54 -26.12
H214 -27.03 -24.21 -25.06

As for the frontier orbital gap: 8.59 eV. The value obtained for the largest force on an atom is 3.3 eV Å⁻¹. The calculation puts the calculated total energy at -5944.366456 Ha. As for the charge: 0. For the LUMO energy, the calculation gives 0.5 eV.

Mulliken population analysis, charges in e, atoms 1 to 8: number 1, C, carries -2.106; number 2, C, carries 1.920; number 3, C, carries -2.006; number 4, C, carries 0.920; number 5, C, carries -0.651; number 6, C, carries 2.278; number 7, N, carries 0.358; number 8, O, carries -0.452

Record 3
C9H14 | ωB97M-V/def2-TZVPD

Element x y z (Å)
C1 -1.19 0.70 -3.53
C2 -0.34 0.12 -2.45
C3 0.85 -0.59 -2.70
C4 1.68 -1.05 -1.78
C5 1.47 -1.05 -0.45
C6 0.23 -0.29 -0.11
C7 -0.62 0.20 -1.04
H1 -2.08 0.43 -3.35
H2 -0.73 0.42 -4.45
H3 -1.03 1.88 -3.43
H4 1.24 -0.73 -3.70
H5 2.74 -1.30 -2.06
H6 2.24 -1.32 0.31
H7 0.26 -0.14 1.01
H8 -1.41 0.85 -0.73
C8 -0.28 -0.62 3.52
C9 -0.55 0.97 3.63
H9 -0.51 -0.99 2.43
H10 0.79 -0.59 3.62
H11 -0.65 -1.27 4.27
H12 -0.16 1.52 4.48
H13 -0.21 1.63 2.69
H14 -1.72 1.23 3.82

Its SMILES is Cc1ccccc1.CC. As for the frontier orbital gap: 9.80 eV. The value obtained for the largest force on an atom is 8.6 eV Å⁻¹. The calculation puts the calculated total energy at -351.228021 Ha. As for the charge: 0. For the LUMO energy, the calculation gives 1.0 eV.

natural (NBO) population analysis, charges in e, atoms 1 to 8: number 1, C, carries -0.600; number 2, C, carries 0.029; number 3, C, carries -0.234; number 4, C, carries -0.219; number 5, C, carries -0.215; number 6, C, carries -0.203; number 7, C, carries -0.247; number 8, H, carries 0.207